The following is a quantum chemistry calculation of a molecular structure, C35H34AsIrNS2, from the Open Molecules 2025 dataset.

Last column: Löwdin charge in e.
Element x y z (Å)
Ir  -0.69976  -0.16843  0.29255  1.031
C  -2.53840  0.81513  0.94644  -0.334
C  -1.76946  0.41844  2.10934  -0.322
C  -0.53261  1.14106  2.05935  -0.294
C  -0.50205  1.94904  0.86303  -0.314
C  -1.78727  1.77626  0.20949  -0.306
C  -2.31882  2.65470  -0.87013  -0.002
C  0.54057  2.95118  0.49045  -0.013
C  0.53064  1.09554  3.10246  -0.008
C  -2.23890  -0.47983  3.20399  -0.017
C  -3.93923  0.38869  0.66885  -0.015
H  -2.65797  3.58336  -0.40371  0.112
H  -3.16702  2.20660  -1.38250  0.084
H  -1.57048  2.91284  -1.61356  0.058
H  0.39948  3.88634  1.03636  0.101
H  0.49141  3.17369  -0.57514  0.065
H  1.54212  2.57933  0.70403  0.082
H  0.22670  1.74319  3.92893  0.108
H  1.48158  1.46495  2.72625  0.073
H  0.67705  0.09305  3.50082  0.082
H  -2.95471  0.05099  3.83547  0.101
H  -1.41358  -0.80448  3.83544  0.085
H  -2.72856  -1.36665  2.80325  0.067
H  -4.62850  0.97879  1.27657  0.106
H  -4.08681  -0.66131  0.91980  0.074
H  -4.20010  0.53068  -0.37831  0.082
S  -1.63938  -2.41633  0.22276  0.674
C  -0.14290  -2.73736  0.97579  -1.073
N  0.64177  -1.68209  1.06371  -0.157
C  1.84240  -1.97006  1.70724  -0.316
C  2.89307  -1.09869  1.98676  -0.051
C  4.00943  -1.58811  2.63673  -0.064
C  4.09599  -2.93001  3.01455  -0.070
C  3.05973  -3.80373  2.74689  -0.072
C  1.93702  -3.31124  2.09354  -0.451
S  0.50252  -4.18863  1.64045  1.097
H  2.83582  -0.05781  1.69681  0.106
H  4.83070  -0.91943  2.85700  0.112
H  4.98082  -3.28937  3.52122  0.111
H  3.12128  -4.84326  3.03917  0.116
C  -1.72577  -3.94906  -4.44261  -0.067
C  -0.35730  -3.73238  -4.43735  -0.065
C  0.17973  -2.66294  -3.73118  -0.083
C  -0.65626  -1.81020  -3.02248  -0.379
C  -2.02879  -2.04660  -3.01027  -0.185
C  -2.56354  -3.10413  -3.72644  -0.069
As  0.04440  -0.29705  -2.03337  1.265
C  -0.43800  1.21581  -3.15003  -0.375
C  0.41589  2.31283  -3.22391  -0.137
C  0.05486  3.43274  -3.96005  -0.068
C  -1.16167  3.46368  -4.62678  -0.067
C  -2.01003  2.36730  -4.56509  -0.066
C  -1.65063  1.24630  -3.82993  -0.102
C  1.94010  -0.37794  -2.39153  -0.380
C  2.80740  -0.71348  -1.36413  -0.101
C  4.17254  -0.81377  -1.59613  -0.061
C  4.67210  -0.57197  -2.86579  -0.065
C  3.80651  -0.23753  -3.90161  -0.062
C  2.44408  -0.14127  -3.66947  -0.115
H  -2.14074  -4.78123  -4.99533  0.110
H  0.29995  -4.39544  -4.98408  0.110
H  1.25070  -2.50817  -3.73676  0.097
H  -2.68889  -1.41675  -2.42267  0.084
H  -3.63154  -3.27712  -3.71439  0.111
H  1.37342  2.29720  -2.71593  0.105
H  0.72862  4.27762  -4.01689  0.112
H  -1.44217  4.33506  -5.20331  0.111
H  -2.95251  2.38031  -5.09668  0.112
H  -2.31822  0.39577  -3.80726  0.092
H  2.40671  -0.90477  -0.38047  0.045
H  4.83756  -1.08382  -0.78577  0.107
H  5.73529  -0.64291  -3.05269  0.110
H  4.19485  -0.05170  -4.89414  0.111
H  1.77789  0.11225  -4.48575  0.115

The calculation puts the total energy at -4545.247470 Ha. For the LUMO energy, the calculation gives -0.0847 Ha. Its charge is +1.